[1]
# C2H4O2S

An isolated molecule of C2H4O2S (ωB97M-V with the def2-TZVPD basis set, the OMol25 dataset).

```
9
Properties=species:S:1:pos:R:3:mulliken_charge:R:1
C -1.177 -0.006 -0.464 -0.20
C 0.230 0.029 0.178 0.30
H -1.157 -1.587 -1.558 0.34
H -1.135 0.664 -1.303 0.29
H -1.947 0.495 0.226 0.24
H -0.091 -1.799 0.297 0.40
O -1.551 -1.304 -0.704 -0.60
O 0.624 -1.187 0.535 -0.46
S 1.090 1.377 0.338 -0.31
```

The max |F| comes out at 2.979 eV Å⁻¹. The lowest unoccupied orbital energy is 0.3 eV. As for the molar mass: 92.1 g mol⁻¹. The energy relative to the best compared isomer or geometry (same formula, charge and spin) comes out at 21.0 kcal/mol. The calculation puts the total energy at -17068.3611 eV. As for the SMILES: OCC(O)=S.

---

[2]
# C10H18CdFIO4S

A structure of composition C10H18CdFIO4S (ωB97M-V with the def2-TZVPD basis set, the OMol25 dataset).

```
36
Properties=species:S:1:pos:R:3:mulliken_charge:R:1
C 2.770 0.296 2.387 -1.41
C 2.275 0.870 1.045 0.11
C 0.882 1.492 1.255 -1.51
C -0.047 1.389 0.034 -0.05
O 0.605 1.614 -1.241 -0.46
S -0.372 1.138 -2.429 1.05
O 0.412 0.426 -3.361 -0.56
O -1.110 2.170 -3.016 -0.56
O -1.271 0.159 -1.504 -0.28
C -0.883 0.130 -0.122 1.57
C -2.255 0.276 0.615 -1.17
C -3.131 1.418 0.128 -0.63
F -3.913 0.987 -0.924 -0.30
C -0.323 -1.205 0.408 -0.88
C 0.195 -2.145 -0.675 -0.37
C 1.348 -1.654 -1.537 -1.28
I -1.491 -2.900 -1.933 0.66
H 1.949 -0.281 2.818 0.30
H 3.045 1.089 3.071 0.38
H 3.592 -0.401 2.249 0.38
H 2.967 1.612 0.665 0.48
H 2.206 0.060 0.320 -0.13
H 0.328 1.026 2.069 0.38
H 0.993 2.553 1.448 0.53
H -0.641 2.296 0.139 0.55
H -2.085 0.285 1.691 0.51
H -2.808 -0.636 0.380 0.50
H -2.605 2.340 -0.105 0.33
H -3.826 1.659 0.933 0.44
H 0.485 -1.115 1.135 0.11
H -1.118 -1.724 0.939 0.43
H 0.567 -3.030 -0.166 0.94
H 1.413 -0.582 -1.616 0.27
H 1.394 -2.119 -2.515 0.41
H 2.250 -1.990 -1.019 0.38
Cd -1.797 -5.504 -1.565 0.88
```

The total charge is +2. The max |F| comes out at 2.478 eV Å⁻¹. The lowest unoccupied orbital energy is -12.1 eV. As for the molar mass: 492.6 g mol⁻¹. The energy relative to the best compared isomer or geometry (same formula, charge and spin) comes out at 15.0 kcal/mol. The calculation puts the total energy at -45048.3043 eV.

---

[3]
# C6H13N6

A cluster of 2 separate species, C6H13N6 in total (ωB97M-V with the def2-TZVPD basis set, the OMol25 dataset).

```
25
Properties=species:S:1:pos:R:3:mulliken_charge:R:1
C 1.212 -1.141 0.578 0.31
C -3.672 0.700 -0.468 0.40
C 0.481 0.989 0.728 -1.04
C 1.508 0.225 -0.138 1.53
C 1.362 0.251 -1.625 -1.08
C 2.884 0.717 0.362 -1.34
N 0.485 -1.017 1.705 -0.80
N -3.921 -0.781 -0.341 -0.37
N -2.650 1.269 -0.594 -0.54
N -4.804 0.365 0.128 -0.38
N 1.576 -2.354 0.210 -0.34
N -0.034 0.271 1.664 0.39
H 0.010 1.955 0.460 0.56
H 1.865 0.978 -2.246 0.40
H 0.246 0.438 -1.791 0.13
H 1.705 -0.676 -2.122 0.30
H 2.929 0.535 1.561 0.32
H 3.297 1.690 0.235 0.41
H 3.622 0.042 -0.025 0.40
H -4.427 -1.018 -1.193 0.25
H -1.786 0.839 -0.886 0.34
H -5.130 0.572 1.119 0.28
H 2.399 -2.280 -0.440 0.27
H 1.558 -3.208 0.780 0.32
H -0.715 0.640 2.340 0.30
```

The total charge is +1. The max |F| comes out at 7.263 eV Å⁻¹. The lowest unoccupied orbital energy is -4.5 eV. As for the molar mass: 169.2 g mol⁻¹. The energy relative to the best compared isomer or geometry (same formula, charge and spin) comes out at 84.3 kcal/mol. The calculation puts the total energy at -15361.5157 eV.

---

[4]
# C12H18N2O3S

An isolated molecule of C12H18N2O3S (ωB97M-V with the def2-TZVPD basis set, the OMol25 dataset).

```
36
Properties=species:S:1:pos:R:3:mulliken_charge:R:1
C -1.516 4.024 -4.489 -1.28
H -0.601 3.730 -4.999 0.34
C -2.270 2.795 -3.994 -0.42
C -1.412 1.994 -3.030 -0.57
H -1.142 2.575 -2.149 0.37
H -0.503 1.626 -3.506 0.38
S -2.326 0.527 -2.438 -0.26
C -1.099 -0.195 -1.429 0.19
N 0.055 0.371 -1.318 -0.29
C 0.990 -0.210 -0.517 1.04
C 0.748 -1.375 0.158 0.12
C -0.539 -2.027 0.043 0.43
O -0.889 -3.060 0.574 -0.69
N -1.430 -1.344 -0.798 -0.06
H -2.350 -1.751 -0.918 0.24
C 1.752 -2.033 1.066 -1.40
C 1.693 -1.344 2.418 0.67
O 2.180 -0.269 2.666 -0.65
O 1.005 -2.065 3.291 -0.24
C 0.811 -1.505 4.592 -0.23
C 0.028 -2.501 5.425 -1.19
H -0.919 -2.723 4.941 0.31
H 0.589 -3.426 5.526 0.30
H -0.160 -2.088 6.411 0.39
H 0.271 -0.557 4.489 0.31
H 1.791 -1.291 5.033 0.29
H 1.471 -3.078 1.194 0.36
H 2.759 -1.940 0.662 0.42
C 2.290 0.520 -0.446 -1.24
H 3.087 -0.089 -0.870 0.32
H 2.213 1.446 -1.006 0.35
H 2.541 0.734 0.590 0.27
H -3.189 3.104 -3.491 0.36
H -2.548 2.166 -4.841 0.36
H -2.132 4.588 -5.184 0.35
H -1.252 4.672 -3.657 0.34
```

The max |F| comes out at 0.611 eV Å⁻¹. The lowest unoccupied orbital energy is 0.7 eV. As for the molar mass: 270.4 g mol⁻¹. The energy relative to the best compared isomer or geometry (same formula, charge and spin) comes out at 9.2 kcal/mol. The calculation puts the total energy at -32695.3586 eV. As for the SMILES: CCCSc1nc(C)c(CC(=O)OCC)c(=O)[nH]1.

---

[5]
# C5H8N2

An isolated molecule of C5H8N2 (ωB97M-V with the def2-TZVPD basis set, the OMol25 dataset).

```
15
Properties=species:S:1:pos:R:3:mulliken_charge:R:1
C -0.690 -1.406 0.338 -0.82
C 0.774 -1.278 0.949 -0.71
C 0.050 -0.103 0.228 0.76
C 0.403 0.219 -1.247 -0.37
C -0.319 2.033 -0.412 -0.09
H -1.049 -2.006 -0.496 0.26
H -1.318 -1.576 1.291 0.23
H 1.824 -1.578 0.537 0.20
H 0.997 -1.274 1.993 0.29
H -0.341 -0.350 -2.065 0.22
H 1.495 -0.165 -1.581 0.25
H -0.455 3.158 -0.085 0.28
H -1.332 1.361 1.286 0.31
N 0.313 1.723 -1.471 -0.48
N -0.351 1.242 0.735 -0.36
```

The max |F| comes out at 5.281 eV Å⁻¹. The lowest unoccupied orbital energy is 0.9 eV. As for the molar mass: 96.1 g mol⁻¹. The energy relative to the best compared isomer or geometry (same formula, charge and spin) comes out at 80.2 kcal/mol. The calculation puts the total energy at -8291.5180 eV. As for the SMILES: C1=NCC2(CC2)N1.

---

[6]
# C52H48AlN4O4P2S4Se

A structure of composition C52H48AlN4O4P2S4Se (ωB97M-V with the def2-TZVPD basis set, the OMol25 dataset).

```
116
Properties=species:S:1:pos:R:3:mulliken_charge:R:1
Al -0.728 -0.520 0.236 0.22
O 2.548 0.772 0.929 -0.56
C 1.825 0.967 -0.023 0.14
O 0.714 0.293 -0.228 0.89
C 2.173 2.026 -1.044 -1.70
P 0.935 2.476 -2.338 1.51
C 1.952 3.734 -3.200 0.17
C 2.374 3.470 -4.500 -0.38
C 3.176 4.378 -5.179 -0.60
C 3.558 5.560 -4.564 -0.52
C 3.137 5.836 -3.268 -0.76
C 2.340 4.928 -2.591 -0.32
C -0.176 3.591 -1.414 0.11
C -0.313 3.616 -0.088 -0.74
C -1.302 4.500 0.620 -0.58
C -2.437 5.000 -0.309 -0.01
C -2.022 5.165 -1.745 -1.35
C -1.003 4.484 -2.254 -0.61
H 3.058 1.664 -1.577 0.75
H 2.503 2.912 -0.497 0.56
H 2.058 2.561 -4.996 0.12
H 3.490 4.162 -6.192 0.45
H 4.178 6.271 -5.094 0.39
H 3.427 6.762 -2.789 0.42
H 2.007 5.154 -1.583 0.27
H 0.307 2.995 0.554 0.33
H -0.767 5.344 1.073 0.55
H -2.820 5.949 0.071 0.66
H -2.620 5.814 -2.375 0.40
H -0.750 4.577 -3.304 0.60
O -0.474 -1.421 1.779 0.08
P 0.480 -1.434 2.987 1.19
C 0.503 0.154 3.813 0.59
C 1.616 0.989 3.802 -0.75
C 1.543 2.236 4.411 -0.84
C 0.372 2.643 5.032 -0.57
C -0.742 1.809 5.048 -1.06
C -0.678 0.570 4.438 -0.52
C 2.105 -1.973 2.504 0.79
C 3.117 -2.047 3.460 -0.40
C 4.373 -2.498 3.093 -0.79
C 4.612 -2.890 1.782 -0.55
C 3.598 -2.838 0.837 -0.82
C 2.341 -2.378 1.195 -0.30
C -0.156 -2.651 4.136 0.73
C -0.540 -3.883 3.602 -0.75
C -0.979 -4.892 4.441 -0.75
C -1.026 -4.680 5.814 -0.55
C -0.629 -3.465 6.349 -0.71
C -0.190 -2.447 5.512 -0.46
H 2.520 0.683 3.297 0.42
H 2.408 2.885 4.400 0.48
H 0.326 3.612 5.513 0.46
H -1.651 2.125 5.544 0.45
H -1.537 -0.091 4.462 0.80
H 2.928 -1.753 4.486 0.46
H 5.164 -2.548 3.829 0.44
H 5.595 -3.242 1.498 0.42
H 3.785 -3.147 -0.182 0.49
H 1.555 -2.330 0.451 0.12
H -0.486 -4.050 2.532 0.55
H -1.275 -5.847 4.028 0.47
H -1.365 -5.472 6.469 0.41
H -0.656 -3.306 7.419 0.45
H 0.126 -1.502 5.935 0.42
C -3.733 0.876 2.456 -0.73
S -3.260 1.251 0.778 1.12
O -1.773 0.851 0.741 0.74
C -3.149 2.992 0.916 0.18
C -2.056 3.709 1.720 1.12
C -2.848 4.668 2.583 -1.15
C -4.115 4.760 2.190 -0.93
C -4.397 3.833 1.054 -1.05
C -3.526 3.928 -0.191 -0.55
H -3.061 1.402 3.132 0.08
H -3.662 -0.203 2.568 0.03
H -4.762 1.205 2.593 0.51
H -1.393 3.042 2.272 -0.20
H -2.382 5.288 3.337 0.51
H -4.854 5.441 2.588 0.54
H -5.382 3.403 0.918 0.56
H -3.960 3.532 -1.099 0.13
C -3.624 -3.248 2.034 -0.64
N -4.376 -2.602 0.972 0.44
C -5.619 -3.012 0.528 -0.47
C -5.910 -2.242 -0.540 -0.56
N -4.833 -1.395 -0.716 0.52
C -4.732 -0.426 -1.799 -0.88
C -3.865 -1.604 0.210 -1.42
Se -1.508 -2.091 -1.302 0.15
H -4.246 -4.005 2.507 0.30
H -3.316 -2.524 2.788 0.22
H -2.733 -3.717 1.622 0.21
H -6.173 -3.806 0.996 0.50
H -6.770 -2.230 -1.185 0.52
H -5.254 -0.809 -2.674 0.48
H -3.684 -0.283 -2.055 0.05
H -5.176 0.527 -1.513 0.30
S 0.149 1.642 -6.971 -0.25
C -0.148 0.687 -5.666 0.09
S 0.972 -0.522 -5.075 -0.14
C -0.109 -0.878 -3.762 0.32
N -1.205 -0.213 -3.778 -0.49
N -1.235 0.641 -4.855 0.60
C -2.413 1.435 -4.994 -0.56
C -3.038 1.543 -6.227 -0.50
C -4.197 2.295 -6.335 -0.69
C -4.730 2.926 -5.220 -0.97
C -4.098 2.803 -3.991 -1.13
C -2.934 2.059 -3.870 1.30
S 0.322 -2.092 -2.578 -0.36
H -2.617 1.049 -7.089 0.51
H -4.686 2.385 -7.295 0.40
H -5.635 3.512 -5.309 0.45
H -4.515 3.305 -3.127 0.39
H -2.418 1.959 -2.922 0.63
```

The total charge is +1. The max |F| comes out at 0.392 eV Å⁻¹. The lowest unoccupied orbital energy is -2.2 eV. As for the molar mass: 1089.1 g mol⁻¹. The energy relative to the best compared isomer or geometry (same formula, charge and spin) comes out at 52.2 kcal/mol. The calculation puts the total energy at -202715.0423 eV.

---

[7]
# C18H23N2O4P

An isolated molecule of C18H23N2O4P (ωB97M-V with the def2-TZVPD basis set, the OMol25 dataset).

```
48
Properties=species:S:1:pos:R:3:mulliken_charge:R:1
C 0.487 3.991 -0.227 -0.95
C -0.112 2.978 -1.186 -0.41
H 0.410 3.022 -2.147 0.34
H -1.180 3.154 -1.340 0.36
O -0.020 1.655 -0.670 -0.15
P 1.383 0.890 -0.773 0.86
O 2.332 1.423 -1.753 -0.83
O 1.914 0.964 0.754 -0.30
C 3.312 0.998 1.014 -0.11
C 3.611 2.072 2.047 -1.38
H 4.671 2.063 2.284 0.40
H 3.042 1.886 2.955 0.31
H 3.341 3.052 1.662 0.30
H 3.614 0.012 1.384 0.23
H 3.843 1.202 0.079 0.40
C 0.793 -0.865 -0.906 -0.09
N -0.337 -1.017 -0.030 -0.31
C -1.599 -0.938 -0.585 0.62
O -1.796 -1.102 -1.767 -0.68
N -2.571 -0.731 0.361 -0.08
C -3.957 -0.680 0.191 0.65
C -4.576 -0.844 -1.045 -0.39
C -5.955 -0.782 -1.135 -0.62
C -6.731 -0.558 -0.010 -0.51
C -6.116 -0.394 1.220 -0.51
C -4.740 -0.454 1.322 -0.54
H -4.264 -0.327 2.285 0.31
H -6.710 -0.220 2.105 0.36
H -7.807 -0.513 -0.090 0.38
H -6.426 -0.911 -2.098 0.36
H -3.974 -1.018 -1.920 0.50
H -2.264 -0.603 1.314 0.15
H -0.197 -0.592 0.877 0.37
C 1.969 -1.732 -0.567 -0.34
C 2.011 -2.506 0.585 -0.20
C 3.145 -3.239 0.893 -0.75
C 4.249 -3.199 0.058 -0.42
C 4.210 -2.432 -1.095 -0.81
C 3.077 -1.703 -1.407 -0.11
H 3.043 -1.103 -2.303 0.39
H 5.066 -2.402 -1.753 0.40
H 5.134 -3.768 0.303 0.41
H 3.166 -3.841 1.789 0.40
H 1.151 -2.548 1.235 0.41
H 0.447 -1.049 -1.928 0.69
H 0.340 4.997 -0.611 0.42
H 1.553 3.800 -0.127 0.17
H 0.020 3.908 0.752 0.27
```

The max |F| comes out at 1.103 eV Å⁻¹. The lowest unoccupied orbital energy is 0.5 eV. As for the molar mass: 362.4 g mol⁻¹. The energy relative to the best compared isomer or geometry (same formula, charge and spin) comes out at 0.0 kcal/mol. The calculation puts the total energy at -39501.7927 eV. As for the SMILES: CCOP(=O)(OCC)[C@H](NC(=O)Nc1ccccc1)c1ccccc1.

---

[8]
# C6H10O

An isolated molecule of C6H10O (ωB97M-V with the def2-TZVPD basis set, the OMol25 dataset).

```
17
Properties=species:S:1:pos:R:3:mulliken_charge:R:1
C -2.002 -0.367 -0.163 -1.51
C -1.052 0.790 -0.379 0.19
C -0.310 1.433 0.758 -0.84
C 0.439 0.598 -0.243 0.06
C 0.989 -0.752 0.170 -0.70
C 2.381 -1.041 -0.337 -0.06
O 3.065 -0.276 -0.972 -0.48
H -3.030 -0.021 -0.014 0.39
H -1.731 -0.961 0.717 0.33
H -2.002 -1.035 -1.034 0.33
H -1.370 1.468 -1.168 0.36
H -0.168 2.510 0.749 0.26
H -0.434 1.015 1.756 0.26
H 1.078 1.142 -0.935 0.48
H 0.370 -1.592 -0.180 0.28
H 1.006 -0.862 1.265 0.32
H 2.748 -2.068 -0.112 0.34
```

The max |F| comes out at 0.445 eV Å⁻¹. The lowest unoccupied orbital energy is 1.0 eV. As for the molar mass: 98.1 g mol⁻¹. The energy relative to the best compared isomer or geometry (same formula, charge and spin) comes out at 17.2 kcal/mol. The calculation puts the total energy at -8430.4957 eV. As for the SMILES: C[C@H]1C[C@H]1CC=O.

---

Q: The highest lowest unoccupied orbital energy belongs to which entry?
A: C6H10O

---

Q: Which of these has the lowest molar mass?
A: C2H4O2S

---

Q: Among the records above, which one has the highest max |F|?
A: C6H13N6

---

Q: The lowest energy relative to the best compared isomer or geometry (same formula, charge and spin) belongs to which entry?
A: C18H23N2O4P